8
Properties=species:S:1:pos:R:3:forces:R:3 method="wB97M-V/def2-TZVPD" max_force_ha_per_bohr=0.0995 homo_lumo_gap_ev=10.68 e_homo_ha=-0.36462 smiles=Clc1ccno1 de_lowest_ev=1.511
C -0.5384 0.4220 0.7467 -0.422 1.695 -0.324
C 0.0053 -0.6671 0.2880 2.708 -4.339 -0.124
C 0.4810 -0.3447 -1.0203 0.261 1.865 -1.638
H 0.2581 -1.5655 0.9336 -0.475 1.266 -1.255
H 1.2125 -0.8881 -1.7294 -1.740 0.819 1.307
N 0.0918 0.9272 -1.3560 0.819 -3.183 1.700
O -0.5476 1.3600 -0.1935 -0.580 1.383 -0.101
Cl -0.9627 0.7562 2.3309 -0.570 0.495 0.436


99
Properties=species:S:1:pos:R:3:forces:R:3 method="wB97M-V/def2-TZVPD" max_force_ha_per_bohr=0.0454 homo_lumo_gap_ev="6.59 / 7.47" spin_multiplicity=3 e_homo_ha="-0.36893 / -0.40161" total_charge=+1
C -2.2792 6.4006 -0.5309 -0.363 -0.416 -0.426
C -3.4939 5.8684 -0.3728 1.041 0.244 -0.088
C -4.2518 5.2855 -1.5289 0.036 -1.456 0.577
P -5.1526 6.6311 -2.4005 -0.961 1.641 0.403
O -5.9271 7.3936 -1.4329 0.089 -0.246 0.412
O -6.1040 5.8895 -3.4430 0.795 -0.235 -0.060
O -4.1161 7.4972 -3.2430 0.035 -1.051 0.240
C -3.5399 4.2211 -2.4084 -0.762 0.840 0.870
C -3.4979 3.0460 -1.4256 0.085 0.822 -0.376
S -3.3230 1.4459 -2.2010 -1.743 -1.299 -0.653
O -3.8247 0.4414 -1.3119 0.683 0.277 0.754
O -4.0247 1.5083 -3.4488 0.610 0.758 -0.347
C -1.5284 1.0650 -2.5617 0.542 0.026 -0.072
F -1.2659 1.3937 -3.8296 -0.326 0.154 0.249
F -1.3994 -0.2549 -2.4178 -0.153 0.215 0.095
C -0.4718 1.7750 -1.6735 1.053 -0.181 -0.396
F -0.6212 3.1197 -1.7327 -0.468 -0.087 0.098
F 0.7226 1.5017 -2.2277 -0.227 0.071 0.075
C -0.3963 1.2952 -0.1974 0.466 -0.298 0.551
F 0.1153 2.2562 0.5778 -0.154 -0.265 -0.357
F -1.6111 0.9793 0.2776 0.133 0.203 -0.195
F 0.3887 0.2176 -0.1417 -0.399 0.527 -0.149
C -4.8618 3.0318 -0.6442 2.157 0.413 -0.790
C -4.5416 2.6844 0.7846 -1.061 -0.422 0.441
C -5.6779 3.0193 1.6997 -1.001 0.932 0.206
O -6.5218 3.8510 1.4911 0.806 -0.859 0.151
F -5.6615 2.3251 2.8268 0.049 0.092 -0.162
N -5.3501 4.4181 -0.9399 -1.428 0.327 -1.613
H -1.9193 7.2365 0.0406 0.443 -0.462 0.865
H -1.6339 6.0090 -1.3083 -0.064 0.704 -0.644
H -3.9471 5.8596 0.6076 -0.751 0.887 -0.109
H -5.9856 6.2594 -4.3268 -0.235 -0.198 -0.338
H -3.2519 7.0640 -3.2276 0.351 0.385 -0.321
H -4.1713 4.0379 -3.2687 0.191 -0.226 -0.409
H -2.5683 4.6173 -2.6592 0.354 -0.351 -0.417
H -2.7071 3.3573 -0.7557 0.267 -0.795 0.399
H -5.5177 2.3584 -1.1763 -0.489 -0.346 0.506
H -4.3735 1.6124 0.8245 0.112 -0.216 -0.025
H -3.6383 3.1434 1.1724 0.145 0.279 -0.030
H -5.9655 4.2751 -1.7507 -0.255 -0.051 0.112
H -5.9909 4.8869 -0.2840 0.476 -0.198 0.690
C 5.2938 -4.2091 -3.3684 -0.188 -0.124 0.190
C 4.9797 -2.7207 -3.6150 1.018 -1.375 -0.118
C 5.5488 -1.8854 -2.4680 -0.266 0.319 0.344
C 4.7652 -2.0551 -1.1667 -0.043 -0.036 -0.072
C 3.2824 -1.7599 -1.3881 0.447 0.344 0.009
C 2.6660 -2.5469 -2.5465 -0.894 -1.369 0.761
N 3.5126 -2.4927 -3.7715 0.412 2.015 0.632
O 3.3148 -1.3656 -4.3729 -0.260 -0.246 -0.575
C 2.4260 -4.0087 -2.1181 0.214 -0.156 0.088
C 1.2770 -1.9950 -2.8417 -0.097 0.438 -0.323
C 5.7046 -2.3813 -4.9131 -0.206 0.413 -0.261
H 6.3646 -4.3789 -3.4729 0.026 0.105 -0.093
H 5.0373 -4.5574 -2.3716 -0.055 0.015 -0.035
H 4.7835 -4.8408 -4.0962 -0.030 0.015 0.000
H 5.5442 -0.8270 -2.7471 -0.090 -0.022 -0.103
H 6.5938 -2.1565 -2.3086 0.011 -0.088 -0.109
H 4.8968 -3.0637 -0.7666 0.000 -0.009 -0.029
H 5.1626 -1.3754 -0.4103 -0.004 -0.013 0.014
H 2.7213 -1.9679 -0.4727 -0.101 -0.080 -0.064
H 3.1699 -0.6873 -1.5823 -0.019 -0.019 -0.125
H 2.1540 -4.6250 -2.9752 0.037 0.011 -0.033
H 1.6049 -4.0590 -1.4023 -0.050 0.129 -0.034
H 3.2776 -4.4661 -1.6212 0.019 0.014 -0.075
H 1.2972 -0.9276 -3.0524 0.104 -0.030 -0.133
H 0.6325 -2.1394 -1.9739 0.094 -0.139 0.086
H 0.8188 -2.5022 -3.6919 0.037 -0.013 -0.013
H 5.2914 -2.9482 -5.7482 -0.024 0.008 0.005
H 6.7588 -2.6372 -4.8199 -0.002 -0.089 0.114
H 5.6480 -1.3225 -5.1571 -0.122 -0.016 0.010
C 0.1884 -3.0902 2.5486 0.049 -0.227 0.091
C 0.4174 -1.8442 3.4269 -0.262 -0.813 -1.475
C 1.8990 -1.4697 3.3909 0.356 0.052 0.372
C 2.7725 -2.4467 4.1759 -0.093 -0.032 0.036
C 2.2656 -2.5902 5.6110 0.232 0.443 -0.308
C 0.7782 -2.9360 5.7080 -0.084 -1.727 0.389
N -0.0532 -2.0662 4.8227 1.398 1.501 0.542
O -0.2377 -0.9207 5.3924 -0.694 -0.037 0.062
C 0.5578 -4.4226 5.3631 0.072 -0.075 -0.293
C 0.3276 -2.8009 7.1592 -0.165 0.508 0.116
C -0.4094 -0.7496 2.7659 -0.287 0.471 0.403
H 0.3364 -2.8314 1.4990 -0.032 0.134 0.013
H 0.8770 -3.9054 2.7499 -0.041 0.010 0.061
H -0.8302 -3.4643 2.6597 0.000 -0.004 0.036
H 2.0339 -0.4651 3.8046 -0.121 -0.005 0.069
H 2.2361 -1.4226 2.3520 -0.128 -0.021 -0.058
H 2.7992 -3.4218 3.6822 -0.027 0.010 -0.014
H 3.8022 -2.0855 4.1878 0.007 -0.019 0.004
H 2.8454 -3.3526 6.1340 -0.108 -0.066 0.054
H 2.4502 -1.6483 6.1370 -0.120 0.028 0.005
H -0.5047 -4.6429 5.2544 -0.014 0.034 -0.025
H 0.9440 -5.0522 6.1635 0.003 0.106 0.099
H 1.0713 -4.7470 4.4609 -0.051 0.046 -0.012
H 0.5347 -1.8129 7.5651 -0.083 0.045 -0.089
H 0.8646 -3.5211 7.7743 0.045 -0.097 -0.099
H -0.7408 -2.9955 7.2598 -0.006 0.001 -0.024
H -1.4749 -0.9869 2.8063 0.007 -0.021 0.062
H -0.1303 -0.6548 1.7240 0.121 -0.301 0.065
H -0.2607 0.2256 3.2300 -0.020 -0.083 0.143


37
Properties=species:S:1:pos:R:3:forces:R:3 method="wB97M-V/def2-TZVPD" max_force_ha_per_bohr=0.0451 homo_lumo_gap_ev=9.71 e_homo_ha=-0.34792 smiles="C#CC(=O)O[C@@H](C)COCCOCCOCC" de_lowest_ev=6.121
C 5.8377 -0.6467 -0.9854 -0.570 -1.126 -0.150
C 5.3272 -1.4771 -0.2387 -1.537 0.509 -0.492
C 4.2472 -2.2356 0.6145 0.339 -0.283 0.614
O 4.3498 -2.4078 1.8078 0.349 0.561 -1.921
O 3.0849 -2.7227 -0.0471 1.383 1.731 0.688
C 1.9779 -1.7925 0.2351 -0.604 1.187 -0.016
C 2.0886 -0.5424 -0.7291 -1.261 0.452 0.086
C 0.6103 -2.6008 0.1215 0.620 -1.316 -0.083
O -0.2854 -2.1319 -0.8932 -0.163 0.088 1.433
C -1.1490 -1.0730 -0.4294 -0.300 0.446 -0.348
C -2.7065 -1.4005 -0.5290 0.566 -0.451 -0.262
O -3.3759 -0.2422 -1.0888 0.691 -0.683 1.399
C -3.3089 0.8877 -0.1970 -1.290 1.453 -0.297
C -2.6340 2.1363 -0.9434 -0.326 -0.845 -0.705
O -1.2415 2.3251 -0.6308 -1.108 1.116 0.308
C -1.0337 3.2793 0.4269 1.389 -0.751 1.119
C -1.0240 2.5250 1.8578 -0.699 0.343 -0.554
H 6.2084 -0.0319 -1.8520 -0.396 -0.955 1.765
H 2.0315 -1.3982 1.3067 0.355 -0.758 -1.319
H 3.0786 -0.0016 -0.6871 -0.999 -0.931 0.052
H 1.8084 -0.7800 -1.8080 0.535 0.099 1.467
H 1.3084 0.2136 -0.3665 0.981 -0.926 -0.522
H 0.1012 -2.6911 1.1416 0.586 0.430 -1.301
H 0.8931 -3.6742 -0.1523 -0.329 1.457 0.201
H -0.9672 -0.1844 -1.1232 -0.244 -0.993 1.192
H -0.8986 -0.8321 0.6492 -0.127 0.025 -1.249
H -3.1379 -1.6796 0.4853 0.428 0.446 -1.085
H -2.8697 -2.2986 -1.2100 0.204 1.367 0.657
H -2.8603 0.6690 0.8153 -0.195 0.115 -1.243
H -4.3943 1.1981 0.0022 1.319 -0.428 -0.185
H -2.6746 1.8923 -2.0594 0.009 0.225 1.484
H -3.2515 3.0860 -0.8109 0.893 -1.089 0.173
H 0.0173 3.7017 0.2942 -1.463 -0.425 -0.144
H -1.7911 4.1169 0.3989 0.788 -0.904 -0.006
H -0.8976 1.4106 1.7227 -0.007 1.273 -0.054
H -0.1853 2.8869 2.5198 -1.103 -0.217 -0.623
H -2.0438 2.6918 2.3198 1.286 -0.241 -0.080


17
Properties=species:S:1:pos:R:3:forces:R:3 method="wB97M-V/def2-TZVPD" max_force_ha_per_bohr=0.0928 homo_lumo_gap_ev=10.73 e_homo_ha=-0.51888 total_charge=+1 smiles=C[NH2+][C@](C)(O)P de_lowest_ev=4.029
C 0.7647 0.2038 0.9611 -3.217 1.177 2.603
C -0.3492 1.2660 -1.5071 -2.622 -1.457 1.588
C 0.0574 -0.6732 0.0161 1.096 -4.039 2.291
N 0.1925 -0.1206 -1.3291 2.571 -1.531 -1.999
O 1.0898 -1.9969 -0.0300 -1.647 2.498 1.374
P -1.7690 -1.2201 0.7640 1.387 1.243 -1.446
H 0.9100 -0.2924 1.8989 0.020 -0.741 0.533
H 0.1948 1.1002 1.3563 0.557 -0.666 -1.035
H 1.6924 0.4325 0.6381 3.113 1.152 -1.223
H 0.4174 1.9787 -1.5021 1.180 0.843 -0.197
H -0.9429 1.2626 -2.4517 0.222 0.370 1.144
H -0.8969 1.3510 -0.4916 0.035 0.716 -2.280
H 1.2612 -0.1099 -1.4898 -1.759 -0.205 0.175
H -0.1516 -0.8069 -2.0485 0.150 0.792 0.825
H 1.4605 -2.1242 0.9244 -1.151 0.516 -2.440
H -1.3287 -2.5007 1.1206 0.064 -0.267 -0.360
H -2.2576 -1.4691 -0.5581 0.001 -0.402 0.446


31
Properties=species:S:1:pos:R:3:forces:R:3 method="wB97M-V/def2-TZVPD" max_force_ha_per_bohr=0.1271 homo_lumo_gap_ev="3.02 / 10.88" spin_multiplicity=2 e_homo_ha="-0.10914 / -0.40593" de_lowest_ev=1.978
O 2.6287 0.7090 -0.1577 3.510 0.823 0.812
H 3.4800 1.2338 0.1645 -3.029 -1.475 -1.276
H 0.9284 1.0816 2.2613 -0.272 0.142 0.025
O 0.1735 2.3717 0.3085 -0.711 2.998 0.618
H -0.5663 2.0051 0.8428 0.297 0.374 -0.568
H 0.0852 3.4142 0.4057 0.080 -3.327 -0.286
O 0.5409 1.2194 -2.5530 2.619 -0.396 -5.975
H -0.1246 1.4100 -1.9903 -3.666 1.014 3.204
H 0.1693 1.4476 -3.4964 1.103 -0.641 2.849
O -3.3100 1.2208 -1.3363 1.412 -0.493 3.171
H -4.0505 0.7436 -0.9532 -0.412 -0.099 -0.082
H -3.4751 1.4285 -2.2074 -0.952 0.540 -3.032
O 2.1585 -1.3063 1.3661 -0.294 -0.125 -2.861
H 2.3110 -1.9130 0.4528 -0.890 2.561 3.482
H 1.0501 -1.4528 1.7081 0.785 -0.727 -2.269
O 2.1507 -1.3863 -2.4273 -1.983 -2.095 -1.375
H 1.6731 -0.6236 -2.7504 0.116 1.377 0.394
H 1.5007 -2.0323 -2.8743 1.774 0.646 1.226
O -1.8633 -1.5331 -0.5831 -2.545 -1.137 -0.452
H -2.3541 -0.7682 -0.8686 0.486 1.847 -0.689
H -2.7532 -1.9919 -0.4053 1.523 -0.527 0.201
O -0.1745 -1.8333 1.1292 3.755 -0.869 -1.427
H -0.9789 -1.6972 1.6179 -1.624 0.688 0.097
H 2.0687 1.2733 -0.6854 -0.278 0.616 -0.245
O 1.8864 1.0574 2.2612 -0.953 -3.131 0.800
H 2.1237 -0.2503 1.0309 0.734 -2.293 0.262
O -2.0862 -1.0329 2.3303 0.534 -2.152 4.674
H -2.8690 -1.1698 1.8304 -1.830 -0.135 -1.244
H -0.3003 -1.7599 0.1232 -0.330 0.070 2.179
H 2.1565 1.9187 2.3476 0.932 3.283 0.215
H -2.1794 -1.7839 3.1079 0.109 2.643 -2.426


76
Properties=species:S:1:pos:R:3:forces:R:3 method="wB97M-V/def2-TZVPD" max_force_ha_per_bohr=0.0717 homo_lumo_gap_ev=9.19 e_homo_ha=-0.34519 smiles=OCCO.OCCO.OCCO.OCCO.OCCO.OCCO.OCCO.O.O de_lowest_ev=3.007
O -0.3280 -1.9126 -1.1439 -0.437 -0.520 0.125
H 0.2290 -2.0666 -1.8929 1.078 0.167 -0.705
H -1.0690 -2.4736 -1.4119 -0.523 0.389 0.438
O -0.3430 0.6194 -0.0279 1.123 -0.324 -0.687
H -0.5040 -0.2136 -0.5129 -0.516 -0.044 0.256
H 0.6020 0.7614 -0.2909 -1.231 0.431 0.816
C 5.6600 1.0304 1.1911 1.102 -0.292 -1.195
C 4.4020 0.5014 1.8141 -1.282 1.186 -1.983
O 3.4200 1.5564 1.9151 -0.234 0.174 -0.466
O 6.6390 0.0224 1.1351 1.496 -1.605 -0.138
H 6.0910 1.8334 1.7541 -0.261 0.932 0.324
H 5.6340 1.2544 0.1221 -1.356 1.107 0.172
H 4.5980 0.1314 2.7811 0.143 -0.302 1.247
H 4.0300 -0.3336 1.2081 -0.051 -0.012 0.029
H 2.9400 1.7694 1.0571 1.317 -1.176 1.535
H 7.1910 0.1414 0.3331 -0.596 -0.132 1.022
C -4.0510 -2.4686 -3.3309 -2.200 -1.725 -0.650
C -4.0520 -2.4786 -1.8629 -0.614 -0.763 0.454
O -3.2010 -1.4396 -1.5389 0.724 0.573 2.932
O -4.9400 -3.5576 -3.6769 0.493 0.485 0.503
H -3.0840 -2.5676 -3.7269 1.550 -0.592 -0.538
H -4.4070 -1.5386 -3.7139 -0.611 0.782 -0.201
H -3.6300 -3.4256 -1.4619 -0.579 0.160 -0.287
H -5.1030 -2.3366 -1.5069 0.768 -0.125 -0.006
H -3.1560 -1.4386 -0.5259 0.102 0.866 -1.189
H -4.9240 -3.7056 -4.6109 0.016 -0.058 -0.832
C 2.2470 0.4084 -1.4909 0.799 -1.394 -0.975
C 3.5170 0.6014 -2.2799 2.857 -0.399 2.021
O 3.9610 -0.4146 -3.1359 -1.533 -1.678 0.218
O 2.1670 1.4604 -0.4939 -0.217 -1.457 -0.590
H 2.3420 -0.6226 -1.0609 -0.218 1.127 0.533
H 1.3770 0.3434 -2.1529 -0.165 0.580 0.202
H 4.2880 0.8204 -1.4819 -0.496 -0.495 -0.498
H 3.5520 1.4514 -2.8409 -0.767 2.886 -1.491
H 4.8460 -0.3166 -3.4769 0.269 0.524 0.223
H 2.4460 2.2984 -0.8559 -0.014 0.386 -0.657
C 0.6370 3.5304 1.7861 -1.955 -1.200 1.716
C -0.2660 4.7204 1.5681 -0.516 -0.512 0.724
O 0.6110 5.7174 1.1651 0.595 1.306 -0.609
O -0.1340 2.3634 2.2101 0.884 0.189 -1.683
H 1.3930 3.6204 2.5301 0.273 0.937 1.043
H 1.2510 3.4104 0.9351 0.226 -0.821 -1.636
H -0.8300 4.9864 2.4701 0.520 0.168 0.033
H -1.0330 4.6094 0.8001 -0.010 -0.758 -0.079
H 0.8930 5.3674 0.3111 0.311 0.736 -0.063
H -0.1270 1.7784 1.4261 -0.449 0.066 0.510
C -2.1280 -3.4416 1.3161 1.294 0.571 0.811
C -3.1420 -2.4376 1.7411 -0.441 -0.047 0.722
O -3.0490 -1.1586 1.2301 -0.249 0.778 -1.720
O -2.3360 -4.6136 2.0801 -0.605 -0.543 -1.453
H -1.1470 -3.0266 1.6051 0.004 -0.051 -0.498
H -2.1170 -3.6046 0.2431 -0.145 -0.546 -0.084
H -3.1080 -2.4086 2.8161 -0.065 0.040 0.734
H -4.1160 -2.7346 1.4541 -1.132 -0.774 -0.117
H -2.1800 -0.7876 1.3421 0.868 0.512 0.738
H -1.8590 -4.4986 2.8831 0.499 -0.030 0.977
C -2.6770 1.9184 -1.7349 1.178 -1.227 0.665
C -2.0230 1.2974 -2.9329 2.000 -1.166 1.166
O -2.7370 0.3234 -3.5069 -2.208 -2.407 -1.711
O -1.7020 2.7414 -1.2019 0.765 1.345 1.114
H -2.9850 1.1984 -0.9579 0.142 -0.400 -0.447
H -3.5600 2.4334 -1.9329 -1.377 1.261 -0.802
H -0.9950 0.8414 -2.6549 -1.006 0.889 0.241
H -1.7910 1.9634 -3.7149 0.203 1.524 -0.625
H -3.0200 -0.3336 -2.8459 0.308 0.452 0.050
H -1.1280 2.1034 -0.7479 0.146 0.333 0.090
C -0.0070 -0.8976 3.3811 1.744 -0.484 -0.100
C 1.0960 -1.1156 2.2631 -0.050 2.017 1.626
O 2.1060 -1.9806 2.7611 0.004 -0.548 -0.901
O -1.0480 -0.0956 3.0151 -1.592 0.729 -1.218
H 0.3630 -0.5006 4.3491 0.543 -0.771 -0.484
H -0.4770 -1.8566 3.4771 0.114 -0.868 0.736
H 1.5950 -0.1436 2.0101 -0.673 -0.492 0.094
H 0.6020 -1.5056 1.3921 -0.255 -0.312 -0.513
H 2.5470 -2.2876 1.9471 0.045 -0.073 0.848
H -0.7570 0.8124 2.9161 0.125 0.512 0.146